(1)
DFT (ωB97M-V with the def2-TZVPD basis set) results for C5H5NO as an isolated structure.

Each line ends with the Mulliken charge.
Atoms and positions in Å:
C: 0.085 0.857 -0.187  0.302
C: -0.451 -1.020 -0.278  0.331
C: 1.438 -0.067 0.127  0.079
C: 0.871 -1.347 -0.141  -0.569
C: -0.811 1.781 0.152  -0.683
O: 1.283 0.991 -0.824  -0.381
N: -1.672 -1.241 -0.231  -0.642
H: -1.927 -2.081 0.287  0.241
H: 2.230 0.140 0.842  0.367
H: 1.370 -2.301 -0.239  0.405
H: -1.714 1.479 0.662  0.281
H: -0.701 2.810 -0.169  0.270

Results
HOMO-LUMO gap (spin up / spin down)	8.38 / 8.38	eV
E_LUMO (spin up / spin down)	-0.361 / -0.361	eV

***

(2)
DFT (ωB97M-V with the def2-TZVPD basis set) results for one molecule with the formula C5H5NO.

Each line ends with the Mulliken charge.
Atoms and positions in Å:
O: 1.143 2.109 -0.382  -0.511
C: 0.457 1.150 -0.194  0.303
C: 0.752 -0.306 0.323  0.178
C: 2.032 -0.918 0.006  -0.680
C: -0.947 0.757 -0.593  -0.207
C: -0.668 -0.658 -0.166  -0.189
N: -1.648 0.136 0.524  -0.522
H: 1.826 -1.971 -0.286  0.205
H: -1.521 1.154 -1.423  0.399
H: 0.876 -0.353 1.431  0.327
H: -0.971 -1.568 -0.675  0.420
H: -1.332 0.467 1.434  0.277

Results
HOMO-LUMO gap	8.29	eV
E_LUMO	-0.723	eV

***

(3)
DFT (ωB97M-V with the def2-TZVPD basis set) results for one molecule with the formula C5H5NO at a distorted geometry.

Each line ends with the Mulliken charge.
Atoms and positions in Å:
O: 1.037 0.831 -1.406  -0.581
C: -0.330 0.801 -1.055  -0.436
C: -0.567 -0.076 0.172  0.522
C: 0.497 -0.684 0.739  -0.140
C: 1.260 -1.061 1.804  -0.502
C: -1.908 -0.275 0.612  0.022
N: -3.017 -0.441 0.907  -0.434
H: 1.509 1.355 -0.743  0.353
H: -0.699 1.812 -0.824  0.284
H: -0.871 0.441 -1.936  0.341
H: 1.334 -0.666 -0.006  0.347
H: 1.757 -2.037 1.737  0.225

Results
HOMO-LUMO gap (spin up / spin down)	7.45 / 7.46	eV
E_LUMO (spin up / spin down)	-1.273 / -1.263	eV

***

(4)
DFT (ωB97M-V with the def2-TZVPD basis set) results for one molecule with the formula C5H5NO at a distorted geometry.

Each line ends with the Mulliken charge.
Atoms and positions in Å:
O: 0.751 0.774 -2.341  -0.457
C: 0.637 1.035 -0.978  -0.108
C: -0.155 0.252 -0.074  0.634
C: -0.106 0.604 1.248  -0.316
C: -0.563 -0.410 1.930  -0.431
N: -0.677 -1.501 0.976  -0.558
C: -0.335 -1.153 -0.272  -0.322
H: 1.541 1.508 -2.469  0.411
H: 1.175 1.796 -0.448  0.325
H: 0.442 1.533 1.800  0.144
H: -1.056 -0.495 2.935  0.327
H: -0.239 -1.989 -1.045  0.349

Results
HOMO-LUMO gap	8.53	eV
E_LUMO	-0.123	eV

***

(5)
DFT (ωB97M-V with the def2-TZVPD basis set) results for one molecule with the formula C5H5NO at a distorted geometry.

Each line ends with the Mulliken charge.
Atoms and positions in Å:
C: 2.275 -0.381 -1.607  0.114
C: 1.228 -0.371 -0.960  -0.580
C: 0.057 -0.244 -0.139  0.534
N: -0.522 -1.408 0.343  -0.391
C: -0.074 1.034 0.375  -0.654
C: -1.304 1.344 1.044  -0.042
O: -2.039 0.416 1.426  -0.608
H: 3.203 -0.717 -2.171  0.377
H: -0.227 -2.181 -0.218  0.247
H: -1.352 -1.523 0.923  0.250
H: 0.430 1.758 -0.325  0.253
H: -1.676 2.273 1.312  0.499

Results
HOMO-LUMO gap	8.78	eV
E_LUMO	-0.020	eV

***

(6)
DFT (ωB97M-V with the def2-TZVPD basis set) results for one molecule with the formula C5H5NO at a distorted geometry.

Each line ends with the Mulliken charge.
Atoms and positions in Å:
N: -1.630 0.401 2.937  -0.363
C: -0.985 -0.018 2.023  0.386
C: -0.644 -0.241 0.750  -0.734
C: 0.266 0.629 -0.106  0.083
C: 0.889 0.336 -1.268  -0.241
C: 1.015 -0.822 -2.206  -0.035
O: 2.040 -1.443 -2.344  -0.418
H: -1.749 0.416 3.971  0.289
H: -1.233 -1.038 0.317  0.323
H: 0.453 1.704 0.321  0.228
H: 1.513 1.260 -1.643  0.197
H: 0.066 -1.183 -2.751  0.285

Results
HOMO-LUMO gap	8.76	eV
E_LUMO	0.520	eV

***

(7)
DFT (ωB97M-V with the def2-TZVPD basis set) results for one molecule with the formula C5H5NO2 at a distorted geometry.

Each line ends with the Mulliken charge.
Atoms and positions in Å:
C: 0.202 1.356 0.075  -0.214
C: -1.168 1.513 0.082  -0.010
C: 0.852 0.178 0.146  -0.188
C: -1.551 -0.750 -0.253  -0.063
C: 1.866 -0.668 -0.172  0.114
N: 3.067 -0.728 0.272  -0.693
O: -2.010 0.462 0.048  -0.277
O: -2.322 -1.720 0.128  -0.281
H: 0.791 2.266 0.031  0.326
H: -1.665 2.464 -0.013  0.433
H: 1.455 -1.415 -0.876  0.303
H: 3.598 -1.513 -0.098  0.242
H: -3.115 -1.445 0.631  0.308

Results
HOMO-LUMO gap (spin up / spin down)	6.87 / 6.85	eV
E_LUMO (spin up / spin down)	-0.611 / -0.767	eV

***

(8)
DFT (ωB97M-V with the def2-TZVPD basis set) results for C5H5NO2 as an isolated structure at a distorted geometry.

Each line ends with the Mulliken charge.
Atoms and positions in Å:
C: -1.224 -0.110 -0.562  0.155
C: 0.010 -0.025 -1.265  -0.390
C: 1.002 0.230 -0.233  -0.236
C: -0.704 -0.445 0.740  0.362
C: 0.115 0.780 0.907  0.171
H: 0.304 -0.765 -2.028  0.303
H: 0.063 0.982 -1.956  0.266
H: 2.038 0.410 -0.381  0.457
H: 1.285 -0.768 1.522  0.365
H: -1.479 -0.711 1.625  0.327
N: 0.639 -1.093 0.539  -0.609
O: -2.416 -0.105 -0.689  -0.552
O: 0.366 1.621 1.782  -0.618

Results
HOMO-LUMO gap	10.19	eV
E_LUMO	0.370	eV

***

(9)
DFT (ωB97M-V with the def2-TZVPD basis set) results for one molecule with the formula C5H5NO2 at a distorted geometry.

Each line ends with the Mulliken charge.
Atoms and positions in Å:
O: -0.993 2.483 0.348  -0.411
C: -0.588 1.371 0.329  0.431
C: 0.093 0.037 1.303  -0.680
C: 0.811 -0.372 0.149  0.187
N: 0.864 -1.805 -0.406  -0.565
C: -0.229 -0.851 -0.737  -0.034
C: -0.742 0.611 -1.107  0.244
O: -1.265 1.281 -2.056  -0.548
H: 0.828 0.570 1.853  0.332
H: -0.647 -0.559 1.878  0.311
H: 1.552 0.368 -0.300  0.277
H: 1.592 -2.064 -1.049  0.270
H: -1.275 -1.069 -0.204  0.186

Results
HOMO-LUMO gap	8.62	eV
E_LUMO	-0.482	eV

***

(10)
DFT (ωB97M-V with the def2-TZVPD basis set) results for one molecule with the formula C5H5NO2S at a distorted geometry.

Each line ends with the Mulliken charge.
Atoms and positions in Å:
C: 1.402 1.482 1.216  -0.629
C: 1.734 0.253 1.708  -0.142
C: 0.469 1.816 0.353  0.798
C: -0.493 -1.339 -0.862  0.792
C: -1.855 -0.863 -1.413  -0.844
N: -0.212 -0.909 0.431  -0.489
O: -0.335 2.177 -0.388  -0.304
O: 0.322 -1.946 -1.540  -0.623
S: 1.097 -1.192 1.193  0.087
H: 1.884 2.491 1.509  0.249
H: 2.702 0.260 2.134  0.351
H: -2.789 -1.204 -0.790  0.264
H: -2.043 -1.104 -2.519  0.262
H: -1.882 0.078 -1.033  0.229

Results
HOMO-LUMO gap (spin up / spin down)	7.61 / 7.61	eV
E_LUMO (spin up / spin down)	-0.840 / -0.840	eV

***

(11)
DFT (ωB97M-V with the def2-TZVPD basis set) results for one molecule with the formula C5H5NO2S at a distorted geometry.

Each line ends with the Mulliken charge.
Atoms and positions in Å:
C: 0.446 1.727 0.184  -0.009
C: -0.828 1.658 -0.128  -0.554
C: 2.219 0.171 -0.663  0.547
C: 0.022 -2.042 0.250  -0.647
C: -0.650 -0.905 0.479  -0.168
N: 1.268 0.728 -0.188  -0.174
O: 3.043 -0.487 -1.182  -0.475
O: -2.742 -0.095 -0.658  -0.618
S: -1.323 0.062 -0.825  0.403
H: 0.826 2.672 0.565  0.363
H: -1.624 2.232 0.287  0.463
H: 0.485 -2.446 -0.670  0.307
H: 0.102 -2.631 1.158  0.230
H: -1.243 -0.645 1.393  0.332

Results
HOMO-LUMO gap	9.47	eV
E_LUMO	0.452	eV

***

(12)
DFT (ωB97M-V with the def2-TZVPD basis set) results for one molecule with the formula C5H5NO5 at a distorted geometry.

Each line ends with the Mulliken charge.
Atoms and positions in Å:
C: 2.734 1.520 0.020  -0.620
O: 1.317 1.523 0.084  -0.316
C: 0.706 0.324 -0.006  0.967
O: 1.311 -0.757 0.022  -0.805
C: -0.655 0.359 -0.320  -0.366
O: -1.765 1.119 -0.085  -0.236
C: -2.902 0.518 0.041  0.652
O: -3.995 0.966 0.114  -0.476
O: -2.731 -0.964 0.087  -0.360
C: -1.503 -1.303 -0.028  0.477
N: -0.810 -2.388 -0.014  -0.236
H: 3.111 0.494 -0.004  0.308
H: 3.126 2.042 0.892  0.226
H: 3.043 2.042 -0.888  0.223
H: 0.210 -2.180 -0.042  0.322
H: -1.197 -3.315 0.126  0.241

Results
HOMO-LUMO gap	8.29	eV
E_LUMO	0.437	eV

***

(13)
DFT (ωB97M-V with the def2-TZVPD basis set) results for one molecule with the formula C5H5NOS at a distorted geometry.

Each line ends with the Mulliken charge.
Atoms and positions in Å:
C: 0.194 -1.500 1.757  -1.143
C: -0.394 -0.314 0.969  0.212
S: -1.556 0.739 1.757  -0.202
C: 0.212 -0.043 -0.326  0.448
C: 1.353 -0.628 -0.864  -0.251
O: 1.551 -0.250 -2.124  -0.338
C: 0.467 0.717 -2.294  -0.068
N: -0.302 0.838 -1.310  -0.394
H: -0.429 -1.674 2.737  0.299
H: 1.191 -1.114 2.176  0.293
H: 0.230 -2.459 1.387  0.405
H: 2.142 -1.237 -0.515  0.407
H: 0.474 1.398 -3.196  0.332

Results
HOMO-LUMO gap	7.66	eV
E_LUMO	-0.847	eV

***

(14)
DFT (ωB97M-V with the def2-TZVPD basis set) results for one molecule with the formula C5H5NOS at a distorted geometry.

Each line ends with the Mulliken charge.
Atoms and positions in Å:
S: -2.952 0.173 -0.191  -0.292
C: -1.353 0.123 0.153  -0.089
N: -0.623 -1.161 0.100  -0.106
C: 0.785 -1.204 -0.027  -0.133
C: 1.481 -0.094 -0.238  -0.685
C: 0.593 1.065 -0.532  -0.081
O: -0.087 2.295 0.057  -0.385
C: -0.350 1.071 0.613  0.088
H: -1.240 -2.029 0.280  0.310
H: 1.204 -2.225 0.135  0.361
H: 2.512 0.075 -0.489  0.383
H: -0.261 1.094 -1.428  0.331
H: 0.290 0.818 1.566  0.299

Results
HOMO-LUMO gap	8.83	eV
E_LUMO	0.006	eV

***

(15)
DFT (ωB97M-V with the def2-TZVPD basis set) results for one molecule with the formula C5H5NOS at a distorted geometry.

Each line ends with the Mulliken charge.
Atoms and positions in Å:
C: -1.021 -0.580 0.024  0.298
C: -1.713 0.753 0.633  0.328
C: 1.417 0.203 0.215  0.190
C: -1.038 -1.468 -0.963  -0.632
C: 2.465 0.312 -0.528  -0.555
N: -0.802 1.058 1.536  -0.245
O: -2.671 1.340 0.246  -0.589
S: 0.391 -0.521 1.243  -0.081
H: -0.210 -2.173 -0.876  0.212
H: -1.555 -1.643 -1.831  0.374
H: 2.767 -0.413 -1.201  0.299
H: 2.741 1.312 -0.688  0.233
H: -0.769 1.820 2.190  0.169

Results
HOMO-LUMO gap	8.02	eV
E_LUMO	-0.006	eV

***

(16)
DFT (ωB97M-V with the def2-TZVPD basis set) results for one molecule with the formula C5H5NS at a distorted geometry.

Each line ends with the Mulliken charge.
Atoms and positions in Å:
C: 2.164 1.815 -0.672  -0.106
C: 1.460 0.746 -0.634  -0.569
C: 0.586 -0.317 -0.234  -0.048
C: -0.782 -0.675 -0.911  -0.354
N: -0.802 0.120 0.295  -0.147
C: -1.246 -0.320 1.534  -0.060
S: -2.388 -1.415 1.672  -0.311
H: 2.874 2.659 -0.995  0.355
H: 1.070 -1.145 0.254  0.421
H: -1.219 -1.687 -0.867  0.292
H: -0.946 -0.149 -1.846  0.256
H: -0.771 0.369 2.404  0.272

Results
HOMO-LUMO gap	8.89	eV
E_LUMO	-0.025	eV

***

(17)
DFT (ωB97M-V with the def2-TZVPD basis set) results for one molecule with the formula C5H5NSi at a distorted geometry.

Each line ends with the Mulliken charge.
Atoms and positions in Å:
C: 0.146 0.868 2.652  0.087
C: 0.767 0.123 0.504  -0.005
C: 0.816 -0.622 -0.727  -0.366
C: -0.206 0.199 1.434  -0.047
C: -0.096 -0.778 -1.724  -0.396
N: 0.227 1.440 3.643  -0.387
Si: -1.901 -0.485 -2.059  -0.037
H: 1.659 0.684 0.487  0.338
H: 1.851 -1.033 -0.909  0.269
H: -1.322 -0.170 1.413  0.261
H: 0.231 -1.283 -2.675  0.322
H: -2.172 1.057 -2.038  -0.039

Results
HOMO-LUMO gap	7.24	eV
E_LUMO	-1.297	eV

***

(18)
DFT (ωB97M-V with the def2-TZVPD basis set) results for one molecule with the formula C5H5P at a distorted geometry.

Each line ends with the Mulliken charge.
Atoms and positions in Å:
C: 2.541 0.817 -0.361  -0.547
C: 1.967 -0.130 0.309  -0.108
C: -2.188 -0.186 -0.753  -0.320
C: -2.094 0.103 0.536  -0.454
C: 0.631 -0.473 0.078  -0.263
P: -0.640 0.689 -0.476  -0.070
H: 2.208 1.806 -0.525  0.331
H: 2.588 -0.889 0.770  0.279
H: -2.906 -0.468 -1.473  0.418
H: -2.573 0.220 1.443  0.404
H: 0.466 -1.489 0.453  0.330

Results
HOMO-LUMO gap (spin up / spin down)	7.79 / 7.52	eV
E_LUMO (spin up / spin down)	-0.610 / -0.113	eV

***

(19)
DFT (ωB97M-V with the def2-TZVPD basis set) results for C5H5P as an isolated structure at a distorted geometry.

Each line ends with the Mulliken charge.
Atoms and positions in Å:
C: 1.082 1.584 -1.002  -0.515
C: 0.216 0.608 -0.700  -0.105
C: 0.366 -0.965 -0.062  -0.134
C: -0.411 -1.060 1.115  -0.521
C: -1.595 -0.789 0.674  -0.110
P: -1.414 -0.766 -1.020  -0.168
H: 1.759 2.064 -0.327  0.251
H: 1.097 2.349 -1.885  0.206
H: 1.463 -1.199 -0.256  0.383
H: -0.059 -0.993 2.118  0.340
H: -2.503 -0.834 1.344  0.373

Results
HOMO-LUMO gap	8.55	eV
E_LUMO	0.089	eV

***

(20)
DFT (ωB97M-V with the def2-TZVPD basis set) results for one molecule with the formula C5H5P at a distorted geometry.

Each line ends with the Mulliken charge.
Atoms and positions in Å:
C: 1.220 -1.068 -0.325  -0.447
C: -0.257 -0.901 -0.151  -0.185
C: -0.733 0.470 -0.527  -0.419
C: -0.514 0.255 0.885  -0.487
C: 0.349 1.213 0.126  -0.188
P: 1.971 0.447 -0.283  -0.218
H: 1.645 -2.088 -0.461  0.420
H: -0.996 -1.617 -0.384  0.393
H: -1.612 0.712 -0.956  0.404
H: -1.200 0.397 1.629  0.343
H: 0.127 2.181 0.449  0.384

Results
spin multiplicity	3
<S²>	2.0076
HOMO-LUMO gap (spin up / spin down)	7.08 / 7.47	eV
E_LUMO (spin up / spin down)	1.105 / -1.636	eV

***

ΔE to the lowest compared entry with this formula, charge and spin
In order: 5.5528 6.0036 5.1516 4.0140 3.1193 3.3278 6.6540 4.7014 6.7653 3.0485 3.1707 2.8746 2.2118 5.5011 5.9440 4.0714 2.1756 4.7688 3.8691 0.0000
Unit: eV